[1]
The following is a DFT calculation (ωB97M-V with the def2-TZVPD basis set) of C11H11BrLaO2 as an isolated structure.

As for the gap between HOMO and LUMO: 7.5 eV. As for the calculated total energy: -3182.05921 Eh. The net charge is -1.

Geometry as XYZ:
```
26
Properties=species:S:1:pos:R:3:forces:R:3
C 1.07194 -1.05474 -1.82149 -0.44 -0.56 0.13
C 1.31552 -2.11408 -0.89323 -0.53 -0.20 -0.22
C 0.05707 -2.67529 -0.51085 0.23 0.40 -0.67
H 2.29245 -2.42949 -0.52964 -0.31 0.16 -0.08
C -0.96291 -1.96922 -1.21458 0.45 0.09 -0.13
C -0.34164 -0.98292 -2.02563 0.27 -0.37 0.25
H -0.85687 -0.33035 -2.72742 0.13 -0.12 0.26
H 1.82497 -0.43751 -2.31024 -0.18 -0.18 0.19
H -0.11508 -3.54995 0.12079 0.20 0.50 -0.05
H -2.03432 -2.18107 -1.19618 0.41 0.12 0.14
La 0.32309 0.07883 0.60867 0.24 -4.07 0.41
Br 3.13302 0.29589 1.06507 0.88 0.03 0.28
C -0.83234 2.44092 1.11343 0.24 0.84 -0.63
C -1.30116 1.98923 -0.15811 0.40 1.12 -0.30
C -0.18272 1.97455 -1.05713 -0.30 1.70 0.19
H -2.34165 1.80102 -0.42623 0.42 -0.18 0.16
C 0.97365 2.40309 -0.33945 -0.87 1.07 -0.21
C 0.57244 2.68412 1.00660 -0.44 0.72 -0.44
H 1.23232 3.05044 1.80120 -0.33 -0.32 -0.39
H -1.46339 2.67846 1.97332 0.32 -0.40 -0.24
H -0.22068 1.73339 -2.11607 0.05 0.00 0.39
H 1.97742 2.52068 -0.74956 -0.39 -0.22 0.27
O 0.23013 -1.52451 2.60774 -1.54 -0.18 0.54
C -1.04275 -1.49964 2.62007 0.81 0.97 -1.15
O -1.72679 -0.76991 1.81600 0.33 -0.87 1.31
H -1.58173 -2.13193 3.34293 -0.03 -0.03 0.01
```
Forces are in eV/Å.


[2]
The following is a DFT calculation (ωB97M-V with the def2-TZVPD basis set) of a 3-piece molecular cluster, C13H35B3IO4 overall.

As for the gap between HOMO and LUMO: 7.0 eV. As for the calculated total energy: -1189.77293 Eh. The net charge is -1.

Geometry as XYZ:
```
56
Properties=species:S:1:pos:R:3:forces:R:3
C 2.99114 1.52923 5.49284 0.00 -0.07 -0.01
O 1.64114 1.36524 5.14803 -0.19 -0.03 -0.22
B 1.22417 0.85417 3.91207 0.14 -0.03 0.00
O 2.04953 -0.11365 3.30888 -0.31 -0.04 0.17
B -0.25747 1.27356 3.21369 0.16 -0.13 0.16
I -0.33508 3.57478 3.06679 -0.02 0.12 0.00
B -1.48454 0.62870 4.17578 -0.18 -0.08 0.14
O -2.29687 1.33786 5.07604 0.23 0.28 -0.45
O -1.75661 -0.77468 4.12321 -0.16 0.22 -0.02
H 3.40738 2.40224 4.98177 0.04 0.00 0.01
H 3.04782 1.69594 6.56877 0.04 0.00 0.02
H 3.61572 0.66234 5.24566 0.01 0.00 0.02
H 2.52794 -0.63015 3.96445 0.31 0.14 0.02
H -0.33817 0.85681 2.08028 -0.03 0.03 0.00
H -3.22942 1.31615 4.85332 -0.12 -0.31 0.20
H -1.15911 -1.27662 4.67880 0.10 -0.08 -0.05
C 1.34190 -2.88562 -2.85642 0.01 0.00 0.00
C 0.53218 -3.57119 -1.76128 0.00 0.00 0.00
C -0.28498 -2.59659 -0.91351 -0.01 0.00 0.00
C 0.54027 -1.55016 -0.16262 0.01 -0.01 0.04
C 1.60108 -2.11545 0.78221 -0.03 0.02 -0.06
C 1.00818 -2.96342 1.90139 0.01 -0.01 0.02
H 2.07547 -2.19620 -2.43597 0.00 0.00 0.00
H 1.88180 -3.61139 -3.46792 -0.01 0.00 -0.01
H 0.68954 -2.30863 -3.51714 0.00 0.01 0.00
H 1.20508 -4.14587 -1.11782 -0.01 0.00 0.01
H -0.14679 -4.29864 -2.21681 0.01 0.00 0.00
H -0.88717 -3.16545 -0.19974 0.00 0.00 0.00
H -0.99947 -2.07953 -1.56424 0.00 0.01 0.00
H -0.13485 -0.92310 0.42718 0.03 -0.01 0.02
H 1.02044 -0.87721 -0.87996 0.00 0.00 0.00
H 2.12845 -1.27426 1.23179 0.01 -0.02 0.00
H 2.34090 -2.69885 0.22168 -0.01 -0.01 -0.02
H 0.28557 -2.37641 2.47257 -0.01 0.00 -0.02
H 1.78550 -3.30117 2.59082 0.00 0.01 0.00
H 0.50173 -3.85374 1.51935 -0.01 0.00 0.00
C -1.66675 2.38270 -0.65851 -0.02 -0.04 -0.02
C -1.48542 1.19535 -1.59684 -0.01 -0.03 0.02
C -0.33018 1.36623 -2.58265 0.00 -0.02 0.01
C -0.46359 2.56390 -3.52581 0.01 0.00 0.00
C -1.74004 2.57609 -4.36605 -0.01 0.01 0.01
C -1.87479 1.36687 -5.28468 0.00 -0.01 0.00
H -1.93444 3.29503 -1.19730 0.00 -0.01 -0.01
H -2.45121 2.18795 0.07318 0.02 0.01 0.02
H -0.75531 2.57949 -0.09285 0.01 0.02 0.03
H -2.41629 1.00124 -2.14174 0.01 0.00 -0.02
H -1.29492 0.30015 -0.99892 -0.03 0.06 -0.03
H -0.21563 0.44896 -3.16979 0.00 -0.01 0.00
H 0.59811 1.47662 -2.01367 0.00 0.00 0.01
H 0.40217 2.57982 -4.19755 -0.01 0.00 -0.01
H -0.41383 3.48848 -2.94525 0.00 -0.01 0.01
H -1.75670 3.48993 -4.96738 0.00 0.00 0.00
H -2.61162 2.63147 -3.70792 0.01 0.01 0.01
H -1.01856 1.29428 -5.96057 0.00 -0.01 0.01
H -2.77819 1.42891 -5.89436 0.01 0.00 0.00
H -1.92517 0.43744 -4.71532 0.00 0.00 0.00
```
Forces are in eV/Å.


[3]
The following is a DFT calculation (ωB97M-V with the def2-TZVPD basis set) of one molecule with the formula C20H31N5O4.

As for the gap between HOMO and LUMO: 9.9 eV. As for the calculated total energy: -1355.48422 Eh.

Geometry as XYZ:
```
60
Properties=species:S:1:pos:R:3:forces:R:3
C -2.23625 2.44612 -0.42089 0.00 -0.03 -0.04
N -1.30254 2.07847 -1.47990 0.00 0.00 0.07
C -0.37333 0.99360 -1.17771 0.00 0.00 -0.04
C 1.02881 1.49507 -0.83811 0.02 0.01 0.02
O 0.99168 2.52988 0.13676 -0.02 -0.01 -0.03
C 1.90336 0.38972 -0.26845 0.01 -0.02 -0.02
N 1.40732 -0.11665 0.99087 -0.02 -0.01 0.04
C 0.68427 -1.26694 1.07165 0.02 -0.02 -0.01
O 0.45400 -1.96314 0.09308 -0.01 0.01 0.01
C 0.19317 -1.62750 2.41488 0.06 0.02 0.00
C 0.34272 -1.00379 3.67226 -0.07 0.01 0.00
N -0.29244 -1.67006 4.62017 0.05 -0.03 -0.02
N -0.84945 -2.72277 3.99367 -0.01 0.02 0.03
C -1.54879 -3.73441 4.76811 -0.01 -0.01 0.01
C -0.62423 -4.84785 5.21314 0.00 0.01 -0.02
C 0.49604 -4.51451 6.22271 0.00 -0.01 0.03
C 0.21055 -5.86753 6.91341 0.00 0.00 -0.04
C -1.17345 -5.87684 6.22495 0.01 0.01 0.03
C -0.57817 -2.73855 2.68170 -0.02 0.01 -0.05
C -1.55807 2.52543 -2.74413 -0.01 0.01 -0.02
O -2.46299 3.31003 -2.97961 0.00 -0.01 0.01
C -0.66957 2.00761 -3.86259 0.01 0.01 0.03
C -0.65180 2.95976 -5.06203 0.02 0.00 0.00
C 0.04894 4.27666 -4.74355 -0.01 0.01 -0.01
C 1.56082 4.10318 -4.70690 0.02 0.00 0.01
C 2.05369 3.64095 -6.07199 -0.01 0.02 0.00
C 1.26395 2.49078 -6.66014 -0.02 0.00 0.01
O 1.72281 1.78503 -7.54028 -0.01 -0.01 0.00
N -0.00624 2.31199 -6.19938 0.01 0.00 -0.03
H -2.69028 3.40240 -0.65948 0.01 0.02 0.01
H -3.02965 1.69921 -0.32492 0.00 0.01 0.00
H -1.69989 2.50817 0.52468 -0.01 0.00 0.00
H -0.77651 0.44631 -0.32599 0.00 0.01 0.00
H -0.31843 0.28166 -2.00144 0.01 -0.01 0.01
H 1.51491 1.86967 -1.74863 0.00 0.00 0.01
H 0.43877 3.24072 -0.20681 0.00 0.00 0.00
H 1.94737 -0.44543 -0.96635 0.01 0.00 0.00
H 2.91246 0.77794 -0.12516 -0.01 0.01 0.00
H 1.45568 0.48831 1.79200 0.00 0.01 0.00
H 0.87201 -0.10028 3.93344 0.00 0.00 0.00
H -1.97503 -3.22568 5.63263 0.00 0.01 -0.01
H -2.36733 -4.12213 4.15892 0.00 0.00 0.00
H -0.21095 -5.35444 4.33686 0.01 -0.01 0.01
H 1.49579 -4.33454 5.83212 0.00 0.00 0.00
H 0.20874 -3.66957 6.85035 0.00 0.00 0.00
H 0.85183 -6.65742 6.52207 0.00 0.00 0.00
H 0.23733 -5.90095 8.00071 -0.01 0.01 0.00
H -1.93459 -5.42287 6.86346 0.00 0.00 0.00
H -1.55342 -6.82199 5.84034 0.00 0.00 -0.01
H -0.93795 -3.50664 2.01785 -0.01 0.00 0.01
H 0.34786 1.82504 -3.51873 0.00 -0.01 -0.03
H -1.06447 1.03599 -4.17698 -0.01 0.00 0.00
H -1.68534 3.17635 -5.33033 0.00 -0.01 0.00
H -0.20694 5.00773 -5.51540 0.00 -0.01 0.00
H -0.34337 4.66256 -3.80273 0.00 0.00 0.01
H 2.04679 5.04015 -4.43095 0.00 0.00 0.00
H 1.84459 3.37373 -3.94167 0.00 0.01 0.00
H 1.96884 4.45968 -6.79325 0.01 0.00 0.00
H 3.09918 3.33725 -6.06465 0.00 0.00 0.00
H -0.48281 1.53530 -6.63368 0.00 0.00 0.00
```
Forces are in eV/Å.


[4]
The following is a DFT calculation (ωB97M-V with the def2-TZVPD basis set) of C25H28Cl4FN2O3SZr as an isolated structure.

As for the gap between HOMO and LUMO: 7.0 eV. As for the calculated total energy: -3690.83574 Eh. The net charge is -1.

Geometry as XYZ:
```
65
Properties=species:S:1:pos:R:3:forces:R:3
Zr 0.15686 0.10088 -0.10929 0.05 -0.38 -0.63
C -3.63328 -1.09612 1.60421 -0.08 0.03 0.12
C -3.12040 -2.52768 1.76592 -0.10 -0.09 -0.05
C -2.03318 -2.62104 2.83390 0.05 0.04 0.06
C -2.80050 -3.10988 0.39671 0.18 0.05 -0.01
C -3.79281 -3.88668 -0.19562 -0.06 0.06 0.00
C -3.65881 -4.38156 -1.48162 -0.04 0.00 0.02
C -2.49571 -4.12127 -2.18220 0.02 0.03 0.00
C -1.46325 -3.37384 -1.62221 -0.02 -0.07 0.02
C -0.18818 -3.18779 -2.42365 -0.01 -0.02 0.04
C 0.40822 -4.52673 -2.86373 0.03 -0.03 -0.03
C -0.41622 -2.28955 -3.63794 -0.05 0.03 -0.08
C -1.62363 -2.83527 -0.32937 0.09 0.05 -0.01
N -0.57803 -2.06071 0.25865 0.27 -0.27 0.16
C 0.42926 -2.85232 0.77199 -0.12 0.17 0.04
C 0.56664 -4.24888 0.67215 0.01 -0.04 0.09
C 1.65685 -4.91117 1.22431 -0.04 0.01 -0.02
C 2.65497 -4.23631 1.90982 0.03 0.01 0.02
C 2.54006 -2.85611 2.06137 -0.07 -0.03 0.02
C 1.44932 -2.24773 1.51174 0.00 0.05 0.00
F 1.29803 -0.87538 1.69359 0.05 0.05 -0.02
H -3.93468 -0.68092 2.57152 0.03 0.00 -0.01
H -4.49985 -1.06456 0.94003 0.00 -0.02 0.01
H -2.86339 -0.46018 1.17739 0.10 0.05 -0.04
H -3.96306 -3.12448 2.13337 0.01 0.00 0.01
H -1.20776 -1.94026 2.63518 -0.03 0.00 -0.02
H -1.62484 -3.63109 2.90211 0.01 0.02 -0.02
H -2.45990 -2.36029 3.80707 -0.02 -0.04 0.00
H -4.69734 -4.09118 0.36823 0.00 0.00 -0.01
H -4.45135 -4.97365 -1.92350 0.01 0.00 -0.01
H -2.37342 -4.51549 -3.18451 -0.01 -0.01 0.00
H 0.54390 -2.68423 -1.79584 0.00 0.02 0.00
H -0.23845 -5.05127 -3.57293 -0.01 0.02 0.00
H 0.58615 -5.18884 -2.01478 -0.01 0.02 -0.01
H 1.36607 -4.35307 -3.35927 -0.01 0.00 0.02
H -1.15111 -2.72682 -4.32321 0.00 -0.01 0.01
H 0.52130 -2.14672 -4.17797 0.00 -0.01 0.01
H -0.75513 -1.29792 -3.33816 0.02 -0.02 0.03
H -0.19116 -4.81920 0.15384 -0.02 0.02 0.00
H 1.72172 -5.98623 1.10350 0.01 0.00 0.01
H 3.50622 -4.76180 2.32053 -0.01 0.00 -0.01
H 3.27121 -2.25869 2.58914 0.01 -0.01 -0.01
Cl 0.87138 6.62805 -2.23071 0.00 0.00 0.01
C 1.04065 5.16689 -1.31698 -0.01 0.03 -0.03
C 2.07497 5.02050 -0.40730 0.02 0.02 0.01
Cl 3.21156 6.30593 -0.17150 -0.01 -0.01 0.00
C 2.20747 3.83530 0.32842 -0.08 0.00 -0.08
Cl 3.46127 3.63965 1.49991 0.02 0.00 0.02
C 1.31442 2.78678 0.14189 0.12 0.02 0.15
O 1.33420 1.65999 0.82284 0.04 0.09 -0.01
C 0.26584 2.94181 -0.79763 -0.14 0.12 0.07
O -0.57527 1.92280 -0.88084 -0.10 0.29 -0.07
C 0.12428 4.12319 -1.50232 0.16 -0.03 0.05
Cl -1.20141 4.26667 -2.60421 -0.02 0.00 -0.02
C -3.17108 -0.53250 -1.89206 -0.02 -0.02 -0.03
O -2.05281 0.06794 -1.24176 0.02 -0.12 0.07
H -2.93013 -0.79340 -2.92423 0.01 0.01 0.01
H -4.01674 0.15868 -1.87774 0.00 0.00 0.00
H -3.44053 -1.43812 -1.35657 0.00 0.06 -0.04
H -1.92569 0.98182 -1.55116 0.07 0.06 0.01
N -1.02921 1.11133 2.03564 0.08 -0.06 -0.09
H -1.85107 1.65476 1.80163 -0.04 -0.01 0.01
H -0.22447 1.73854 2.05965 -0.08 -0.04 0.11
H -1.15506 0.69795 2.95103 -0.06 -0.06 -0.02
S 1.75805 -0.33281 -1.65846 -0.24 -0.03 0.17
```
Forces are in eV/Å.


[5]
The following is a DFT calculation (ωB97M-V with the def2-TZVPD basis set) of a 2-piece molecular cluster, C5H8 overall.

As for the gap between HOMO and LUMO: 9.5 eV. As for the calculated total energy: -195.06483 Eh.

Geometry as XYZ:
```
13
Properties=species:S:1:pos:R:3:forces:R:3
C 0.80009 1.40779 0.10106 8.53 -4.60 -3.30
C 0.48487 -0.05076 -0.00580 4.99 -4.97 -0.18
C 1.51089 -1.05627 -0.23999 0.49 8.64 1.05
C -0.89298 -0.48694 0.40218 1.25 -1.01 -0.34
C -1.93742 -0.07537 -0.27430 -5.92 3.50 -2.16
H 1.87300 1.70357 -0.26641 -2.83 -0.02 0.62
H 0.51927 1.52419 1.01078 0.33 1.33 7.37
H -0.08268 1.63415 -0.09050 -7.34 4.55 -4.60
H 1.33414 -2.03470 -0.17816 -0.68 -3.77 0.07
H 2.71015 -0.65461 -0.24864 -3.70 -1.28 -0.33
H -0.93094 -1.30817 1.17394 -0.27 1.09 -0.85
H -2.01844 0.98161 -1.28224 0.91 -3.59 3.27
H -3.19720 -0.27673 -0.01768 4.25 0.13 -0.62
```
Forces are in eV/Å.